(1)
{"formula": "C22H25NO5", "method": "ωB97M-V/def2-TZVPD", "e_lumo_ha": 0.014, "smiles": "CCCCC1=CC2=CC(=O)[C@](C)(OC(=O)CC)C(=O)C2=CN1Cc1ccco1", "e_tot_ha": -1283.61549, "mol_weight_g_mol": 383.44, "e_homo_ev": -7.054, "gap_ev": 7.428, "de_lowest_kj_mol": 1993.6, "species": ["C", "C", "C", "C", "C", "C", "C", "C", "C", "O", "C", "C", "O", "C", "O", "C", "C", "C", "O", "C", "C", "N", "C", "C", "C", "C", "C", "O", "H", "H", "H", "H", "H", "H", "H", "H", "H", "H", "H", "H", "H", "H", "H", "H", "H", "H", "H", "H", "H", "H", "H", "H", "H"], "positions_angstrom": [[-3.8114, -0.0954, 2.8733], [-2.8157, -1.0226, 1.9598], [-3.5267, -1.4049, 0.6781], [-2.8656, -2.5022, -0.1106], [-1.5542, -1.9668, -0.3282], [-0.3792, -2.2562, 0.0310], [0.9054, -1.7436, -0.1924], [2.0935, -2.1817, 0.6162], [3.2840, -1.3532, 0.4431], [4.1837, -1.5972, 1.0794], [3.5707, -0.9094, -0.9795], [4.2833, -1.5035, -1.9336], [4.3873, 0.3055, -0.5585], [3.8859, 1.5132, 0.2199], [2.7080, 1.2761, 0.3354], [4.8179, 2.4268, 0.7989], [4.2107, 3.4399, 1.5431], [2.3126, -0.0755, -1.4895], [2.3620, 0.6965, -2.4919], [0.9527, -0.8196, -1.0223], [-0.0838, -0.5376, -1.7061], [-1.3825, -0.9227, -1.3914], [-2.3733, -0.1154, -2.1635], [-2.9090, 1.0521, -1.2158], [-2.2272, 1.8050, -0.5745], [-3.2111, 2.9025, 0.1009], [-4.2752, 2.6491, -0.6201], [-4.2164, 1.4914, -1.2795], [-3.3158, 0.2856, 3.6349], [-4.7460, -0.5694, 3.0396], [-3.9550, 0.8437, 2.1107], [-2.6436, -1.7812, 2.4621], [-2.1934, -0.4072, 1.7327], [-4.5253, -2.0852, 0.9643], [-3.9885, -0.8055, -0.0181], [-2.5578, -3.4501, 0.4317], [-3.2200, -2.8240, -1.0359], [-0.3058, -3.0988, 0.9020], [1.8525, -2.7558, 1.3850], [5.1755, -1.9815, -1.5725], [4.5118, -0.9969, -2.7607], [3.6290, -2.5990, -2.1553], [4.9932, 2.8647, -0.3700], [5.6713, 1.7944, 0.9556], [4.8232, 4.3200, 1.8313], [3.3972, 3.7535, 1.2855], [3.8418, 2.9632, 2.6955], [-0.0280, 0.3495, -2.4494], [-3.2935, -0.7384, -2.1998], [-2.2719, 0.0179, -3.0105], [-1.1432, 1.5289, -0.1968], [-2.8061, 3.6331, 0.6124], [-5.2278, 3.1880, -0.8963]]}


(2)
{"formula": "C4H12O2", "method": "ωB97M-V/def2-TZVPD", "e_lumo_ha": 0.031, "smiles": "C/C=C/C.O.O", "e_tot_ha": -310.04830, "mol_weight_g_mol": 92.14, "e_homo_ev": -9.195, "gap_ev": 10.034, "de_lowest_kj_mol": 64.7, "species": ["C", "C", "C", "C", "H", "H", "H", "H", "H", "H", "H", "H", "O", "H", "H", "O", "H", "H"], "positions_angstrom": [[1.6015, 0.8955, 0.6168], [1.2958, -0.2474, -0.2815], [0.0767, -0.7735, -0.3508], [-0.1944, -2.1025, -1.0354], [2.3569, 0.5377, 1.3315], [2.0415, 1.7786, 0.1720], [0.7367, 1.2302, 1.1701], [2.1798, -0.6336, -0.7831], [-0.7616, -0.2318, 0.0840], [0.6614, -2.3975, -1.6122], [-0.5117, -2.7934, -0.2485], [-1.0727, -2.0610, -1.6896], [-1.3342, 1.7715, -1.7179], [-0.8885, 0.9146, -1.7382], [-0.9975, 2.2450, -2.4954], [-1.3858, 0.6671, 3.0292], [-1.8502, 1.3204, 2.4972], [-1.9535, -0.1198, 3.0518]]}


(3)
{"formula": "C33H47FN6O7Ti", "method": "ωB97M-V/def2-TZVPD", "charge": 2, "e_lumo_ha": -0.190, "e_tot_ha": -3089.83769, "mol_weight_g_mol": 706.64, "e_homo_ev": -11.989, "gap_ev": 6.812, "de_lowest_kj_mol": 292.6, "species": ["Ti", "C", "N", "C", "C", "C", "N", "C", "C", "H", "H", "H", "H", "H", "H", "H", "H", "H", "H", "H", "H", "H", "H", "H", "H", "N", "C", "C", "C", "O", "O", "H", "H", "H", "H", "H", "H", "C", "C", "O", "C", "C", "C", "C", "C", "C", "O", "H", "H", "H", "H", "H", "H", "H", "C", "C", "N", "C", "C", "C", "O", "O", "C", "O", "C", "C", "C", "F", "C", "C", "C", "N", "C", "C", "N", "C", "C", "H", "H", "H", "H", "H", "H", "H", "H", "H", "H", "H", "H", "H", "H", "H", "H", "H", "H"], "positions_angstrom": [[-0.5235, 3.0639, 1.6955], [-0.7765, 2.9875, -3.2040], [0.1968, 1.9879, -2.8449], [1.4784, 2.4400, -3.2589], [-0.1434, 0.5977, -3.2726], [-1.4085, 0.1876, -2.5861], [-1.2659, -1.2384, -2.2337], [-1.3448, -2.0990, -3.4370], [-2.3136, -1.7020, -1.3423], [-0.6750, 3.2921, -4.2093], [-0.5991, 3.8986, -2.5958], [-1.8074, 2.6150, -2.9242], [1.6594, 2.6346, -4.3218], [2.1576, 1.6572, -3.0437], [1.8079, 3.3065, -2.7082], [0.6579, -0.0441, -2.9221], [-0.0916, 0.5420, -4.4710], [-2.3273, 0.3518, -3.2089], [-1.4401, 0.7224, -1.6121], [-0.4412, -2.0566, -4.0791], [-1.4538, -3.1178, -3.0797], [-2.2622, -1.9023, -4.0103], [-2.0384, -2.6107, -0.8381], [-3.3257, -1.7851, -1.6719], [-2.2958, -0.9345, -0.6505], [-2.0299, 4.6260, 2.1741], [-3.4121, 4.3277, 1.7986], [-3.7108, 3.8000, 0.3683], [-2.8848, 2.5897, 0.0276], [-3.3022, 1.5667, -0.3790], [-1.5712, 2.8097, 0.2319], [-1.9824, 4.7553, 3.2346], [-1.7024, 5.4891, 1.7137], [-4.0451, 5.1717, 2.0802], [-3.7075, 3.4727, 2.4299], [-3.5139, 4.5874, -0.3366], [-4.7483, 3.6068, 0.3757], [1.0629, 6.5970, -0.3926], [1.2471, 5.3725, 0.5285], [0.1745, 4.7699, 0.6750], [2.4883, 4.9829, 1.2300], [3.7739, 5.5464, 1.0492], [4.8216, 5.0288, 1.7665], [4.6574, 4.0287, 2.7501], [3.4780, 3.4871, 2.9203], [2.3596, 3.9844, 2.2179], [1.1752, 3.3645, 2.4797], [0.5073, 6.4083, -1.2420], [2.0741, 6.9618, -0.5981], [0.5201, 7.4733, 0.0924], [3.9524, 6.2776, 0.2496], [5.8195, 5.3664, 1.5431], [5.5441, 3.7290, 3.3302], [3.1412, 2.7811, 3.6213], [-2.4358, -4.1858, 3.2264], [-1.0710, -3.7736, 3.7531], [-0.7064, -2.4864, 3.1926], [-1.2269, -1.3391, 3.6491], [-0.9851, -0.0835, 3.1435], [-1.6599, 1.1470, 3.7279], [-2.2656, 1.0394, 4.7483], [-1.6263, 2.2527, 3.0676], [-0.2070, 0.0508, 1.9267], [0.1081, 1.1427, 1.4154], [0.2897, -1.1759, 1.3292], [1.0486, -1.2182, 0.1659], [1.2902, -2.3867, -0.5187], [1.7520, -2.2434, -1.7554], [0.9448, -3.5722, 0.0434], [0.3241, -3.5981, 1.2773], [0.0049, -2.3719, 1.9511], [1.0753, -4.8266, -0.6271], [2.4755, -5.2719, -0.7366], [2.5732, -6.7528, -1.1299], [1.3053, -7.2011, -1.7362], [0.9259, -6.1531, -2.7677], [0.4887, -4.8533, -2.0264], [-2.7437, -5.1648, 3.5572], [-2.6427, -4.1245, 2.1665], [-3.0605, -3.4674, 3.6417], [-0.2762, -4.4716, 3.4893], [-1.1317, -3.6795, 4.8152], [-1.8202, -1.4642, 4.5383], [1.4027, -0.2898, -0.2907], [0.1152, -4.6287, 1.5937], [2.9371, -5.0644, 0.2060], [3.0030, -4.6225, -1.4750], [2.7966, -7.4932, -0.3485], [3.3470, -6.9641, -1.8498], [0.6555, -7.2025, -0.9474], [1.3499, -8.1215, -2.1537], [0.0621, -6.3517, -3.4356], [1.8385, -5.9391, -3.3122], [-0.5907, -4.7914, -1.9175], [0.7250, -4.0550, -2.7061]]}